C46H120N6O22 | the ωB97M-V functional and the def2-TZVPD basis

Structure (XYZ):
```
194
C46H120N6O22 (the ωB97M-V functional and the def2-TZVPD basis)
C 0.76 4.93 0.02
O -0.60 5.28 0.10
C -1.02 5.37 1.46
C -2.36 6.05 1.46
N -2.88 6.14 2.83
C -4.29 6.43 2.96
C -4.70 6.28 4.40
O -4.52 4.91 4.71
C -5.01 4.54 5.98
H 1.00 4.10 0.70
H 1.41 5.77 0.31
H 1.04 4.54 -0.95
H -0.34 6.04 2.00
H -1.02 4.36 1.89
H -3.11 5.52 0.85
H -2.19 7.06 1.07
H -2.62 5.28 3.30
H -4.91 5.75 2.35
H -4.51 7.44 2.59
H -5.75 6.56 4.55
H -4.07 6.88 5.06
H -4.55 5.18 6.74
H -4.79 3.49 6.15
H -6.09 4.71 6.03
C -0.56 7.15 15.73
O 0.55 6.42 15.25
C 0.39 5.87 13.97
C -0.50 4.63 13.89
N -0.80 4.22 12.55
C 0.13 3.21 12.05
C -0.28 2.73 10.67
O -1.54 2.03 10.70
C -1.39 0.71 11.19
H -0.28 7.52 16.72
H -1.42 6.49 15.85
H -0.75 8.02 15.09
H 1.39 5.72 13.57
H -0.11 6.59 13.31
H -1.43 4.86 14.43
H -0.01 3.86 14.51
H -1.73 3.85 12.42
H 0.20 2.35 12.73
H 1.12 3.66 11.89
H 0.46 2.14 10.11
H -0.44 3.58 10.01
H -1.18 0.68 12.27
H -0.58 0.13 10.73
H -2.32 0.17 11.05
C -12.60 -6.59 13.01
O -12.21 -7.42 11.94
C -11.84 -6.72 10.79
C -10.35 -6.37 10.74
N -9.58 -7.59 10.48
C -8.13 -7.43 10.44
C -7.61 -6.80 9.17
O -7.74 -5.39 9.13
C -7.47 -4.75 7.90
H -12.79 -7.18 13.91
H -13.49 -5.99 12.80
H -11.77 -5.94 13.28
H -12.39 -5.77 10.68
H -12.10 -7.30 9.90
H -9.98 -5.82 11.62
H -10.22 -5.69 9.90
H -9.87 -8.29 11.15
H -7.75 -8.46 10.38
H -7.75 -7.11 11.42
H -8.06 -7.23 8.27
H -6.53 -6.97 9.18
H -6.42 -4.85 7.63
H -7.73 -3.70 7.98
H -8.04 -5.23 7.10
C 6.19 0.43 11.25
O 5.92 -0.49 10.22
C 6.52 -0.12 8.99
C 5.80 -0.81 7.85
N 4.55 -0.14 7.55
C 3.77 -0.76 6.50
C 2.42 -0.08 6.38
O 1.58 -0.62 7.40
C 0.39 0.12 7.53
H 5.70 0.06 12.15
H 5.83 1.43 11.01
H 7.26 0.46 11.47
H 7.57 -0.41 9.07
H 6.41 0.97 8.86
H 5.65 -1.87 8.08
H 6.43 -0.76 6.96
H 4.03 -0.09 8.42
H 3.56 -1.83 6.66
H 4.32 -0.69 5.56
H 1.92 -0.23 5.42
H 2.58 0.99 6.59
H 0.55 1.04 8.12
H -0.31 -0.50 8.09
H -0.02 0.51 6.60
C -5.28 -7.69 6.96
O -4.04 -7.03 7.02
C -4.25 -5.63 6.92
C -3.01 -4.90 6.48
N -2.12 -4.69 7.60
C -0.85 -3.99 7.36
C -0.32 -3.55 8.70
O -1.32 -2.87 9.44
C -0.97 -2.77 10.80
H -5.74 -7.68 5.97
H -5.98 -7.27 7.69
H -5.19 -8.75 7.23
H -4.64 -5.24 7.88
H -5.07 -5.41 6.22
H -3.27 -3.95 6.00
H -2.49 -5.53 5.76
H -2.53 -4.17 8.37
H -1.02 -3.11 6.71
H -0.15 -4.68 6.89
H 0.54 -2.88 8.55
H 0.04 -4.45 9.21
H -1.58 -2.03 11.33
H 0.05 -2.43 11.00
H -1.19 -3.73 11.27
C -1.21 4.03 5.40
O -1.67 3.31 4.30
C -2.53 2.21 4.58
C -3.63 2.07 3.53
N -3.12 1.61 2.25
C -4.18 1.36 1.27
C -3.63 0.82 -0.06
O -3.14 1.78 -0.97
C -1.77 2.12 -0.86
H -0.81 4.98 5.05
H -0.38 3.48 5.89
H -1.95 4.20 6.20
H -3.03 2.41 5.52
H -1.90 1.32 4.59
H -4.03 3.09 3.40
H -4.38 1.42 3.98
H -2.36 2.22 2.00
H -4.68 2.33 1.11
H -4.82 0.60 1.70
H -4.52 0.43 -0.57
H -2.86 0.09 0.20
H -1.55 2.99 -1.47
H -1.15 1.27 -1.16
H -1.59 2.40 0.19
O -3.81 2.55 9.29
C -5.00 2.84 10.01
C -6.05 1.74 9.90
O -5.84 0.65 10.75
H -3.18 2.18 9.94
H -4.75 2.88 11.08
H -5.47 3.76 9.66
H -6.10 1.45 8.84
H -7.04 2.18 10.02
H -5.28 0.00 10.30
O -9.44 -3.27 9.89
C -9.30 -2.71 11.19
C -7.85 -2.62 11.63
O -7.42 -3.90 12.15
H -8.97 -4.13 9.90
H -9.78 -1.73 11.18
H -9.90 -3.34 11.86
H -7.70 -1.89 12.44
H -7.13 -2.35 10.86
H -7.96 -4.15 12.91
O -4.31 -1.29 9.59
C -4.07 -1.54 8.18
C -3.35 -0.34 7.61
O -4.27 0.64 7.17
H -4.30 -2.18 9.99
H -3.47 -2.45 8.17
H -5.00 -1.75 7.64
H -2.69 -0.63 6.79
H -2.77 0.11 8.41
H -4.35 1.25 7.92
O -4.82 -3.88 10.55
C -3.99 -4.89 11.15
C -3.83 -4.60 12.62
O -5.00 -4.77 13.39
H -5.75 -4.16 10.55
H -4.43 -5.87 10.92
H -3.05 -4.83 10.59
H -3.51 -3.56 12.77
H -3.04 -5.22 13.06
H -5.79 -4.44 12.92
O -2.39 -1.88 3.99
C -3.79 -1.64 3.76
C -4.56 -2.72 4.48
O -4.55 -3.94 3.77
H -1.84 -1.28 3.48
H -4.00 -0.63 4.15
H -3.93 -1.59 2.68
H -5.59 -2.35 4.54
H -4.20 -2.85 5.50
H -3.64 -4.16 3.54
```

The HOMO energy is -0.31278 Ha. The orbital gap is 8.91 eV. The value obtained for the total energy is -103623.165 eV. As for the SMILES: COCCNCCOC.COCCNCCOC.COCCNCCOC.COCCNCCOC.COCCNCCOC.COCCNCCOC.OCCO.OCCO.OCCO.OCCO.OCCO. The energy relative to the best compared isomer or geometry (same formula, charge and spin) comes out at 0.0 kcal/mol. The LUMO energy is 0.40 eV.

Here are the Mulliken charges for atoms 1 to 6, given in e: -0.833, -0.363, -0.109, -0.732, -0.361, -0.487